Entry from OMol25: C4H4N4 in the gas phase at a distorted geometry (ωB97M-V/def2-TZVPD).

highest occupied orbital energy: -0.3350 Eh
structure (SMILES): N#C/C(N)=C(/N)C#N
ΔE to the lowest compared entry with this formula, charge and spin: 2.207 eV
lowest unoccupied orbital energy: -0.007 Ha
electronic energy: -373.76380 a.u.
spin multiplicity: 1

Element x y z (Å)
N -2.54254 -2.01893 -0.06089
C -1.60445 -1.23194 -0.09270
C -0.73023 -0.06805 -0.13841
N -1.38712 1.12218 0.07935
C 0.61365 -0.18606 -0.13048
N 1.49707 1.03516 -0.13238
C 1.37951 -1.40128 -0.18141
N 1.91094 -2.39641 0.15698
H -0.97346 2.07697 0.07683
H -2.50009 1.23601 0.15530
H 1.85147 1.14725 0.84110
H 2.48525 0.68511 -0.57329